Formula: C23H17Br2IrN7O4
Source: the OMol25 dataset
Level of theory: ωB97M-V/def2-TZVPD

Calculated values
E_LUMO = -2.81 eV
Energy = -6823.25208 hartree
2S+1 = 1
Max |F| = 0.5 eV/Å
Charge = +1
Gap between HOMO and LUMO = 8.47 eV
Energy relative to the best compared isomer or geometry (same formula, charge and spin) = 0.0 kcal/mol

The geometry in XYZ format:
```
54
Properties=species:S:1:pos:R:3:forces:R:3:nbo_charge:R:1
Ir 0.65999 -0.72210 -0.29434 0.011 0.112 0.232 1.212
N -0.91059 -3.50740 2.24581 0.046 0.033 0.005 -0.468
C -1.85162 -3.76409 1.27762 -0.029 0.029 0.007 -0.043
C -1.50449 -3.01472 0.19689 0.090 -0.070 0.014 -0.056
N -0.36237 -2.32290 0.49657 -0.026 -0.121 -0.042 -0.422
C -0.04018 -2.62138 1.74334 0.062 -0.028 -0.091 0.366
C 1.04558 -1.85538 2.31449 0.059 -0.110 -0.076 0.338
N 1.55002 -0.89972 1.55188 0.004 -0.093 -0.087 -0.414
C 2.58514 -0.32624 2.24015 -0.031 0.039 0.038 -0.057
C 2.69310 -0.94428 3.44700 0.022 -0.001 0.008 -0.050
N 1.71427 -1.91149 3.47637 -0.027 -0.008 -0.004 -0.470
H -0.94239 -3.84894 3.19132 0.014 -0.014 -0.018 0.438
H -2.66777 -4.44379 1.44082 0.007 -0.006 -0.004 0.245
H -1.99713 -2.93062 -0.75512 0.002 -0.005 -0.001 0.236
H 3.17249 0.47533 1.82931 -0.007 0.013 0.011 0.241
H 3.36786 -0.79150 4.26925 -0.003 0.009 -0.001 0.247
H 1.54238 -2.54349 4.23983 0.002 0.002 0.001 0.439
O 3.91414 -1.69193 -2.46140 -0.002 0.015 -0.071 -0.573
C 3.01763 -1.19907 -1.82448 0.088 -0.007 0.238 0.737
O 2.11843 -1.85399 -1.13799 -0.094 -0.057 -0.059 -0.697
C 2.87837 0.31348 -1.75169 -0.081 -0.061 -0.058 0.098
C 3.73342 1.16743 -2.41784 0.016 -0.022 0.018 -0.190
C 3.50374 2.53202 -2.33917 0.007 0.006 -0.002 -0.133
C 2.42455 2.99675 -1.60117 -0.009 0.033 0.027 -0.229
C 1.60770 2.08691 -0.95719 0.124 -0.014 0.073 0.048
N 1.84478 0.77437 -1.02986 -0.069 -0.006 -0.118 -0.420
H 4.54685 0.73682 -2.98475 -0.003 -0.001 -0.001 0.266
H 4.15362 3.22749 -2.85288 0.000 -0.001 0.000 0.240
H 2.20948 4.05280 -1.52213 0.001 -0.002 -0.003 0.245
H 0.75069 2.37283 -0.36658 -0.064 0.050 0.051 0.239
Br -5.28764 2.57865 4.56877 -0.002 -0.003 -0.001 0.091
C -3.89321 2.68213 3.30408 0.004 -0.023 0.001 -0.140
C -3.54561 3.91284 2.76130 0.000 0.004 -0.001 0.032
N -2.56823 4.04938 1.87319 -0.011 -0.003 0.017 -0.397
C -1.91765 2.95534 1.49277 0.027 -0.010 -0.039 0.060
C -2.19684 1.68407 1.97331 -0.027 -0.075 -0.019 -0.196
C -3.21110 1.54822 2.91313 0.005 0.005 0.004 -0.151
C -1.44425 0.45336 1.54201 -0.012 -0.063 0.135 0.802
O -1.57186 -0.58863 2.17049 -0.154 0.223 0.173 -0.697
O -0.69021 0.61613 0.49966 0.026 0.327 -0.392 -0.747
H -4.07384 4.81120 3.05719 0.003 0.000 0.003 0.213
H -1.12460 3.10227 0.77367 0.048 -0.020 -0.082 0.188
H -3.44571 0.57286 3.31557 -0.002 0.000 0.002 0.249
Br -2.02245 1.94651 -4.67229 0.000 0.001 0.001 0.135
C -1.31670 0.35753 -3.96610 -0.011 -0.032 0.012 -0.118
C -1.30507 -0.81592 -4.70184 -0.010 0.012 -0.001 -0.158
C -0.76897 -1.95174 -4.11777 0.003 -0.011 0.016 -0.223
C -0.25642 -1.88168 -2.83733 -0.006 0.089 -0.119 0.052
N -0.27513 -0.73688 -2.13535 0.079 -0.195 0.029 -0.414
C -0.79883 0.36322 -2.68478 -0.099 0.077 0.145 0.025
H -1.70467 -0.83799 -5.70630 0.002 0.002 0.000 0.251
H -0.73171 -2.88834 -4.65501 -0.005 0.001 -0.001 0.249
H 0.21089 -2.73047 -2.35956 0.022 0.006 0.019 0.245
H -0.81791 1.25475 -2.07287 0.008 -0.026 0.016 0.238
```
Forces are in eV/Å.